Record 1
This record from the Open Molecules 2025 dataset describes a structure of composition C14H26N4O6Ti in a non-equilibrium geometry. The level of theory is ωB97M-V/def2-TZVPD.

Properties
Orbital gap (spin up / spin down)   3.0 / 4.9 eV
Relative energy (zero: lowest compared OMol25 entry of this formula, charge and spin)   1.860 eV
Highest occupied orbital energy (spin up / spin down)   -0.8 / -2.7 eV
Total energy   -56300.3666 eV

```
! wB97M-V def2-TZVPD RIJCOSX def2/J DEFGRID3
* xyz -1 4
Ti 0.242 0.091 1.224
O -1.090 -0.225 -0.902
O 2.696 0.922 1.410
O -1.821 0.922 2.114
O 1.197 2.334 1.523
O 3.181 2.973 1.974
O 3.440 -0.156 -3.407
N 1.236 -1.445 3.300
N 2.899 -0.283 -1.216
N -1.279 -1.876 -2.496
N -1.797 2.560 0.638
C 3.487 0.309 -2.261
C -0.824 -2.086 2.696
C -1.642 -1.213 -1.404
C -3.961 1.650 1.333
C 2.372 2.083 1.675
C 2.310 -1.582 -1.148
C -0.184 -1.517 -3.293
C -2.914 -1.696 -0.707
C -0.060 -1.354 3.610
C 1.374 -2.238 2.193
C 4.139 1.653 -2.069
C -2.453 1.675 1.389
C -2.323 3.650 -0.242
C 0.106 -2.667 1.834
H 3.936 2.292 -2.928
H -0.795 2.510 0.751
H -1.682 4.522 -0.117
H -1.891 -2.242 2.638
H 2.360 -2.438 1.800
H -4.408 1.913 2.292
H 2.282 -2.131 -2.089
H 0.350 -2.393 -3.661
H -1.881 -2.586 -2.886
H 2.922 0.193 -0.325
H -4.352 0.651 1.143
H -2.799 -1.643 0.375
H -0.402 -0.821 4.485
H -3.721 -0.983 -0.875
H -4.249 2.253 0.472
H 0.453 -0.781 -2.802
H -3.335 4.006 -0.049
H 3.761 2.188 -1.198
H 1.978 -0.958 3.783
H 5.216 1.490 -2.025
H 1.306 -1.473 -0.738
H -2.385 3.292 -1.270
H -3.166 -2.741 -0.892
H -0.192 -3.336 1.039
H 2.920 -2.181 -0.471
H -0.555 -1.087 -4.224
*
```

=====

Record 2
This record from the Open Molecules 2025 dataset describes a structure of composition C14H26O12Tl in a non-equilibrium geometry. The level of theory is ωB97M-V/def2-TZVPD.

Properties
Orbital gap   4.8 eV
Relative energy (zero: lowest compared OMol25 entry of this formula, charge and spin)   2.956 eV
Highest occupied orbital energy   -12.0 eV
Total energy   -44188.4834 eV

```
! wB97M-V def2-TZVPD RIJCOSX def2/J DEFGRID3
* xyz 1 1
Tl -0.481 -1.300 -0.734
O 2.369 -0.707 -0.180
O 0.234 -2.774 2.082
O 1.305 3.539 5.715
O 2.063 -3.459 -0.427
O -2.552 -2.124 1.252
O -0.057 0.511 1.375
O -1.277 0.209 3.941
O -3.590 -0.961 -5.221
O 1.718 4.445 2.949
O 0.270 1.493 -1.511
O -1.307 -0.969 -3.498
O 1.497 4.207 -2.313
C -2.187 -2.930 2.350
C -0.306 0.947 3.818
C -0.794 -3.623 2.269
C 0.179 1.738 4.896
C 1.252 3.287 3.242
C -1.542 0.110 -4.285
C 0.135 1.261 2.297
C -0.312 2.721 -1.358
C 0.831 2.527 2.160
C 0.973 2.862 4.658
C 3.111 -1.604 0.669
C 0.167 3.693 -2.506
C -3.099 0.239 -4.529
C 3.316 -2.916 0.116
H -2.055 -2.180 3.130
H -0.878 -0.230 -5.080
H 2.537 -1.649 1.594
H -1.392 2.604 -1.270
H -3.025 -3.622 2.434
H -0.740 -4.455 1.567
H 4.143 -1.270 0.777
H -0.598 -4.250 3.139
H -3.710 0.261 -3.627
H -1.174 1.030 -3.831
H -3.272 1.182 -5.047
H 3.757 -3.588 0.853
H 4.073 -2.853 -0.665
H -3.923 -0.676 -6.075
H -0.169 3.142 -0.363
H 2.001 -4.375 -0.707
H -1.702 -1.735 -3.921
H -0.218 1.394 5.839
H 3.021 -0.216 -0.686
H 2.150 3.653 -2.747
H -3.440 -1.794 1.407
H -0.059 3.296 -3.495
H -0.492 4.557 -2.429
H 1.028 3.003 1.210
H 1.215 1.581 -1.656
H 1.006 -3.233 2.423
*
```

=====

Record 3
This record from the Open Molecules 2025 dataset describes a structure of composition C14H26O4P2Pd in a non-equilibrium geometry. The level of theory is ωB97M-V/def2-TZVPD.

Properties
Orbital gap (spin up / spin down)   5.3 / 5.3 eV
Highest occupied orbital energy (spin up / spin down)   -12.5 / -16.2 eV
Total energy   -45165.1934 eV

```
! wB97M-V def2-TZVPD RIJCOSX def2/J DEFGRID3
* xyz 2 5
Pd -0.030 -0.061 -0.160
P -1.983 1.107 0.147
P 2.182 -0.619 -0.282
O 2.797 -1.603 4.222
O -1.035 -2.798 0.634
O -0.012 0.740 2.566
O 1.910 0.686 3.769
C 2.612 -2.238 0.412
C 1.305 -3.410 4.529
C 3.285 0.517 0.596
C -3.226 0.294 1.191
C 1.544 -2.065 4.154
C 0.008 -3.899 4.567
C -0.682 -1.764 0.260
C -0.817 -1.781 3.693
C 2.852 -0.703 -1.971
C -1.753 2.703 0.980
C 0.463 -1.226 3.763
C -1.043 -3.097 4.107
C -2.899 1.494 -1.375
C 0.806 0.182 3.349
H -4.092 0.958 1.314
H -1.112 3.344 0.365
H -2.790 0.089 2.174
H -3.550 -0.647 0.732
H 2.086 -3.032 -0.130
H 0.504 1.327 -0.813
H -0.175 -4.915 4.925
H -1.636 -1.151 3.352
H 3.696 -2.389 0.328
H -2.729 3.186 1.126
H 2.341 -1.495 -2.533
H 3.929 -0.915 -1.927
H -0.367 -1.251 -3.104
H -2.049 -3.500 4.082
H -2.252 2.043 -2.069
H 3.017 0.566 1.661
H -1.258 2.530 1.944
H 2.684 0.254 -2.481
H -3.783 2.102 -1.136
H 2.159 -4.017 4.834
H 4.319 0.164 0.481
H 3.183 1.520 0.166
H 2.671 -0.567 4.147
H 2.329 -2.272 1.470
H -1.050 -0.954 -3.014
H -3.216 0.562 -1.859
*
```

=====

Record 4
This record from the Open Molecules 2025 dataset describes a structure of composition C14H27B3F4O14Tl in a non-equilibrium geometry. The level of theory is ωB97M-V/def2-TZVPD.

Properties
Orbital gap   3.8 eV
Relative energy (zero: lowest compared OMol25 entry of this formula, charge and spin)   0.000 eV
Highest occupied orbital energy   -6.5 eV
Total energy   -61204.5010 eV

```
! wB97M-V def2-TZVPD RIJCOSX def2/J DEFGRID3
* xyz -1 1
Tl -0.277 -4.535 -0.126
F 6.253 -0.640 -1.606
F -0.909 3.275 1.945
F 1.585 5.180 -1.518
F -2.485 0.510 -0.340
O -5.425 -0.584 0.917
O -1.047 5.044 0.534
O -3.164 4.874 -0.030
O -3.566 0.384 1.636
O 1.648 -1.471 1.672
O 2.676 2.336 -2.951
O -1.855 6.226 -1.232
O 4.087 -1.153 -2.122
O 0.984 1.981 -4.451
O -5.326 0.153 3.040
O 4.156 -1.534 0.028
O 2.889 -2.859 -1.284
O 0.868 3.562 -2.901
O 0.118 -1.759 0.192
C 0.523 0.505 0.855
C -3.209 -0.327 0.505
C -1.653 4.361 1.602
C 0.791 -0.985 0.904
C 4.468 -0.135 -0.154
C 1.445 3.841 -1.648
C -2.010 5.490 -0.314
C -4.852 -0.004 1.966
C 4.961 -0.194 -1.616
C -2.924 3.840 0.905
C 3.662 -1.978 -1.114
C 1.488 2.601 -3.573
C -4.579 -0.609 -0.204
C 2.811 3.156 -1.776
B 2.394 -5.020 1.070
B -2.618 -3.339 -1.623
B -0.647 -3.920 2.866
H 1.429 -5.156 1.711
H 5.207 0.131 0.597
H -2.158 -2.605 -0.841
H 3.606 0.508 0.019
H -1.747 5.099 2.400
H -4.760 0.160 -0.961
H 4.853 0.680 -2.257
H 0.212 -3.153 2.655
H -3.465 -2.793 -2.196
H -2.966 -4.324 -1.116
H 3.619 3.877 -1.877
H 1.451 1.038 1.077
H 2.387 -3.899 0.742
H -4.634 -1.574 -0.704
H -2.601 -1.226 0.611
H 0.795 3.411 -0.885
H 2.941 2.370 -1.032
H -1.526 -3.587 2.187
H -2.690 2.851 0.507
H 0.089 0.909 -0.059
H -0.287 -5.001 2.604
H -0.193 0.737 1.646
H -0.966 -3.800 3.975
H -3.741 3.699 1.611
H -1.780 -3.605 -2.384
H 3.338 -5.221 1.710
H 2.328 -5.801 0.209
*
```

=====

Record 5
This record from the Open Molecules 2025 dataset describes a cluster of 6 separate species, C14H27B3INO24S5 in total in a non-equilibrium geometry. The level of theory is ωB97M-V/def2-TZVPD.

Properties
Orbital gap   9.7 eV
Structure (SMILES)   [H]/N=C\CB1OBOB(CC(=O)I)O1.O=S1(=O)OCCO1.O=S1(=O)OCCO1.O=S1(=O)OCCO1.O=S1(=O)OCCO1.O=S1(=O)OCCO1
Highest occupied orbital energy   -9.9 eV
Total energy   -129890.6986 eV

```
! wB97M-V def2-TZVPD RIJCOSX def2/J DEFGRID3
* xyz 0 1
I -1.572 -0.677 -1.214
S 3.149 -5.413 -2.092
S 4.030 0.303 0.043
S -5.868 3.745 3.206
S -2.883 -2.894 -4.216
S 9.239 0.456 4.388
O 3.063 -4.624 -3.509
O 7.827 -0.335 4.279
O -5.339 3.439 4.712
O -6.691 2.647 2.791
O -3.139 -3.961 -5.413
O 9.154 1.239 2.968
O 3.054 -4.450 -1.034
O -2.218 5.407 -0.213
O 9.144 1.420 5.443
O -1.537 -3.050 -3.744
O 1.735 -6.201 -2.203
O 3.752 -0.750 -1.158
O -2.050 1.022 1.250
O 10.298 -0.507 4.307
O -4.772 4.232 2.422
O 4.206 -6.375 -2.176
O -3.424 -1.631 -4.620
O -3.888 -3.553 -3.126
O 3.018 -0.344 1.134
O 3.511 1.580 -0.352
O -4.148 4.018 0.530
O -6.836 4.997 3.573
O 5.374 0.123 0.510
O -2.691 3.322 -1.448
N 0.680 3.520 1.199
C 0.994 -5.702 -3.318
C -4.746 -4.484 -3.786
C -5.757 4.487 5.587
C 0.699 3.331 -0.107
C 2.965 -1.838 -0.667
C -2.568 0.699 0.139
C -3.908 -5.058 -4.919
C -3.994 1.419 -0.192
C 7.086 0.160 3.161
C -0.108 4.175 -1.204
C 8.131 0.644 2.168
C -7.046 5.026 4.984
C 2.039 -5.215 -4.310
C 2.142 -1.258 0.472
B -3.619 3.018 -0.366
B -3.102 4.979 0.853
B -1.707 4.258 -0.959
H 0.335 5.225 -1.374
H -7.892 4.371 5.213
H 1.409 2.504 -0.489
H 1.789 -2.024 1.162
H 2.340 -2.245 -1.462
H -4.976 5.253 5.599
H 6.458 0.985 3.508
H 0.030 4.306 1.382
H -5.903 4.103 6.598
H 0.038 3.618 -2.215
H -7.271 6.039 5.320
H -4.486 0.988 -1.141
H -4.699 1.234 0.695
H -4.524 -5.480 -5.714
H -5.088 -5.251 -3.091
H 6.455 -0.626 2.745
H 7.727 1.366 1.459
H 0.367 -4.877 -2.969
H 0.361 -6.486 -3.737
H 2.481 -6.051 -4.860
H 3.643 -2.611 -0.307
H -2.948 5.442 1.933
H 1.285 -0.692 0.090
H -3.217 -5.821 -4.551
H -5.608 -3.933 -4.173
H 8.574 -0.193 1.621
H 1.636 -4.490 -5.017
*
```

=====

Record 6
This record from the Open Molecules 2025 dataset describes a cluster of 3 separate species, C14H27BF2NO9P in total in a non-equilibrium geometry. The level of theory is ωB97M-V/def2-TZVPD.

Properties
Orbital gap   8.4 eV
Structure (SMILES)   COCCCP(CCCN)B(O)OC.O=C1OC[C@@H](F)O1.O=C1OC[C@@H](F)O1
Highest occupied orbital energy   -7.8 eV
Total energy   -50274.3437 eV

```
! wB97M-V def2-TZVPD RIJCOSX def2/J DEFGRID3
* xyz 0 1
P -0.811 -1.512 0.749
F 4.020 -4.359 -3.399
F -1.076 2.249 -3.968
O 3.191 -3.248 -1.613
O 1.780 3.856 -2.911
O 3.115 -1.181 -2.435
O 1.113 -3.647 0.656
O 0.786 1.861 -2.747
O 2.684 -1.518 -0.257
O 2.881 2.143 -1.948
O -0.375 3.075 1.661
O -0.211 -3.641 2.634
N -4.812 0.866 0.010
C 3.594 -2.021 -3.491
C 0.183 -2.894 3.777
C 1.918 2.576 -2.483
C -3.630 -1.231 0.809
C -0.514 3.159 3.062
C 0.309 1.079 0.443
C 0.148 -0.068 1.437
C -4.102 0.214 1.117
C -2.421 -1.601 1.680
C 3.155 -3.389 -3.024
C 0.745 2.344 1.184
C 2.972 -1.941 -1.333
C 0.542 3.957 -3.620
C -0.237 2.793 -3.054
B 0.153 -3.071 1.422
H 0.841 -3.484 4.408
H -3.405 -1.333 -0.246
H 3.162 -1.729 -4.443
H -5.451 0.182 -0.383
H -1.569 3.094 3.310
H -0.113 4.092 3.460
H 0.720 3.834 -4.690
H -0.598 1.296 -0.109
H -0.315 0.279 2.359
H -4.126 1.059 -0.712
H -2.532 -2.620 2.035
H -0.017 2.345 3.585
H -4.440 -1.891 1.105
H 1.923 -3.099 0.628
H 2.147 -3.674 -3.328
H 4.681 -1.949 -3.548
H 1.134 0.837 -0.219
H 0.071 4.919 -3.441
H -3.206 0.776 1.363
H -0.798 3.022 -2.146
H 1.309 2.985 0.506
H -4.724 0.171 2.005
H -2.344 -0.977 2.569
H 0.686 -1.962 3.529
H -0.702 -2.662 4.367
H 1.144 -0.415 1.694
H 1.422 2.054 1.985
*
```

=====

> Number 2 is which compound?

C14H26O12Tl

=====

> total energy of number 3 (C14H26O4P2Pd)?

-45165.1934 eV